147
Properties=species:S:1:pos:R:3:forces:R:3 method="wB97M-V/def2-TZVPD" total_charge=+1 max_force_ev_per_a=4.6 e_tot_ev=-67928.103 spin_multiplicity=2 gap_ha="0.3569 / 0.1227"
C -24.430607 38.911507 0.547489 0.53 -0.22 0.85
C -25.466747 39.979364 0.380013 -1.35 -0.30 -0.83
C -26.510194 39.708917 -0.738543 0.59 0.51 0.09
C -27.749266 38.851890 -0.324281 2.01 0.30 -0.39
C -28.933243 39.235295 -1.156181 -1.78 0.03 -0.15
C -29.841919 40.337673 -0.664835 -0.20 1.12 1.15
H -24.790791 37.943650 0.896224 -0.29 0.00 -0.07
H -23.765959 39.284620 1.326675 0.46 -0.28 0.13
H -23.836584 38.723813 -0.346946 -0.06 0.15 -0.15
H -26.109469 40.135485 1.246392 0.38 -0.21 0.53
H -24.946928 40.931224 0.271156 -0.05 0.17 -0.43
H -26.090491 39.225178 -1.620554 0.47 -0.28 0.08
H -26.716667 40.694213 -1.156456 -0.95 0.17 0.23
H -27.437978 37.837562 -0.573982 -0.26 -0.23 -0.07
H -27.839072 38.809358 0.761178 -0.58 0.50 0.09
H -28.610231 39.662348 -2.105588 0.26 -0.87 -0.40
H -29.598039 38.382050 -1.290825 0.30 -0.27 -0.45
H -30.154564 40.262346 0.376641 0.39 -0.21 0.31
H -29.329249 41.292646 -0.780177 -0.09 0.24 0.17
H -30.811874 40.445972 -1.150173 0.25 -0.32 -0.67
C -28.546719 42.149831 3.826397 -0.27 -0.78 -0.17
C -27.096033 42.351675 3.398490 0.73 0.08 1.63
C -26.083105 41.528733 4.294250 0.49 0.87 -1.46
C -24.583667 41.616343 3.763364 -1.37 -0.44 2.02
C -23.644544 41.137985 4.901622 1.65 -0.20 -1.77
C -22.145098 41.190082 4.327623 -0.46 -0.27 1.60
H -28.703845 42.458766 4.859821 0.06 0.26 -0.05
H -28.841014 41.100398 3.812513 0.24 -0.30 -0.03
H -29.302853 42.608947 3.189538 0.27 0.46 -0.02
H -26.894953 42.219637 2.335364 -0.17 -0.33 -0.04
H -26.848422 43.387471 3.630673 0.07 0.28 -0.30
H -26.416274 40.494454 4.380142 0.19 -0.24 -0.28
H -26.071228 41.886631 5.323749 -0.25 0.35 -0.02
H -24.504376 40.994241 2.871851 0.27 -0.10 -0.01
H -24.257342 42.627826 3.521461 -0.43 0.18 -0.10
H -23.660645 41.741629 5.809066 -0.38 0.27 -0.28
H -23.917249 40.130232 5.214948 0.08 -0.14 -0.10
H -21.580361 40.269221 4.473155 -0.34 -0.45 -0.38
H -22.078886 41.545465 3.299311 -0.07 -0.03 0.01
H -21.520891 41.813344 4.967947 -0.20 0.65 -0.24
C -15.953247 45.241653 -3.863337 -0.77 -0.33 0.56
C -16.924320 44.652547 -2.812077 0.50 0.78 -0.42
C -16.381163 43.371691 -2.150808 -1.07 0.49 -0.21
C -17.058626 43.192722 -0.784281 2.31 -0.75 0.19
C -16.251304 43.942779 0.297541 -1.28 1.22 0.58
C -16.939717 43.976084 1.667035 0.48 -0.14 -0.38
H -15.834355 44.562571 -4.707615 0.72 -0.19 0.26
H -15.106640 45.443488 -3.207122 0.78 -0.12 -0.98
H -16.254231 46.181281 -4.326611 -0.32 0.11 0.37
H -16.945054 45.428414 -2.046771 -0.33 -0.03 0.30
H -17.941995 44.571771 -3.194069 -0.09 -0.38 0.03
H -15.302412 43.477612 -2.036019 0.05 -0.19 0.02
H -16.601715 42.497403 -2.763256 0.20 -0.04 -0.30
H -18.123822 43.377166 -0.923677 -0.09 0.49 0.56
H -16.914905 42.163500 -0.455414 -0.48 -0.47 -0.18
H -15.246843 43.560273 0.478755 -0.04 -0.44 -0.62
H -16.112764 44.995662 0.051879 0.04 0.08 -0.53
H -18.002622 44.183369 1.543108 -0.06 -0.07 0.28
H -16.753196 43.026855 2.169297 -0.43 0.01 0.22
H -16.479069 44.776577 2.245924 -0.19 -0.09 0.25
C -19.059492 36.138887 -3.157503 0.53 1.14 1.14
C -20.236893 36.108044 -2.234258 -2.06 -1.19 -0.47
C -21.397747 35.452242 -2.988528 -1.23 0.65 0.87
C -22.765857 35.478642 -2.169948 1.62 -0.59 -0.48
C -24.014544 35.206923 -3.017570 0.74 -0.38 0.08
C -23.902784 33.833061 -3.676868 -0.19 -0.21 -0.44
H -19.357395 36.411151 -4.170030 0.15 -0.44 -0.06
H -18.444406 35.245111 -3.052991 0.10 0.22 -0.45
H -18.591215 37.025600 -2.730226 1.37 -0.14 -0.51
H -20.103959 35.528695 -1.320590 0.43 0.29 0.16
H -20.546009 37.120244 -1.973495 -0.01 0.07 0.25
H -21.115237 34.433108 -3.252459 -0.09 -0.04 -0.02
H -21.461953 36.024484 -3.914008 -0.50 -0.11 -0.25
H -22.629513 34.682289 -1.438278 -0.29 -0.39 0.10
H -22.756414 36.354898 -1.521740 -0.40 0.51 -0.39
H -24.919697 35.214935 -2.410342 -0.02 0.26 0.02
H -24.102085 35.942719 -3.816976 -0.09 0.26 0.13
H -22.963328 33.676285 -4.206903 0.12 0.18 0.11
H -24.007880 33.011797 -2.967936 -0.03 0.05 0.12
H -24.664865 33.711476 -4.446650 -0.20 -0.05 0.12
C -23.890049 45.183261 2.112545 0.39 1.14 0.40
C -22.498804 45.136838 1.423225 0.72 -0.13 1.35
O -21.583306 46.277764 1.520757 -1.41 -0.33 -1.28
O -23.826922 45.388500 3.516937 0.42 -0.36 0.36
H -24.423457 44.235626 2.037894 0.32 -0.22 -0.54
H -24.542074 45.947611 1.689789 0.13 0.10 -0.31
H -22.632768 44.862474 0.376856 0.09 0.63 -0.21
H -21.950587 44.297034 1.850182 -0.12 -0.29 0.25
H -21.235662 46.505733 2.386076 -0.48 -0.65 0.36
H -23.824753 46.314885 3.768740 0.01 0.10 -0.33
C -21.205439 44.759196 -3.301400 0.56 -1.12 -0.51
C -22.282127 45.015280 -4.302189 -0.32 0.92 -1.23
O -22.446481 43.793702 -5.039932 0.04 -0.41 0.93
O -21.548804 43.648667 -2.467731 -0.16 0.00 1.16
H -20.919157 45.609682 -2.682672 -0.30 -0.07 -0.02
H -20.349721 44.402858 -3.874854 0.41 0.45 -0.07
H -21.970226 45.782761 -5.010563 0.39 0.20 0.07
H -23.178174 45.438930 -3.848622 -0.39 -0.68 0.13
H -22.957134 43.852306 -5.850736 -0.13 0.52 0.17
H -21.972095 42.989281 -3.022380 0.07 0.06 -0.46
C -25.604794 44.941430 -0.731400 0.61 -0.23 -1.33
C -24.905959 43.646131 -1.237066 -0.89 -0.96 2.44
O -24.729770 43.598040 -2.596612 0.88 0.82 -1.94
O -26.593884 45.295643 -1.710153 0.27 -0.65 0.97
H -24.912692 45.783496 -0.726657 0.47 -0.08 0.28
H -25.981631 44.810188 0.282936 -0.40 -0.12 -0.26
H -25.496478 42.743150 -1.082138 -0.83 0.19 1.08
H -23.976565 43.397236 -0.724823 0.37 0.65 0.34
H -24.134832 42.851706 -2.699731 -0.11 0.10 -0.79
H -26.200435 44.838650 -2.457111 -0.63 0.26 -0.94
C -19.952572 40.492982 -0.637365 0.62 -0.94 0.25
C -20.969054 41.472307 0.062362 -0.55 1.82 1.00
O -20.349325 42.479437 0.825965 -0.43 -1.46 -0.24
O -19.285646 39.728261 0.358108 -0.07 2.15 -1.43
H -19.244203 41.004370 -1.289143 0.10 0.47 0.55
H -20.549707 39.852228 -1.286177 -0.39 -0.22 0.18
H -21.706653 40.959329 0.679528 0.61 -0.52 0.35
H -21.600310 41.950871 -0.686357 0.43 -0.06 -0.84
H -20.054807 43.188905 0.250196 0.12 0.34 -0.34
H -19.912800 39.031129 0.563742 -1.14 -1.85 0.81
O -15.714498 39.639922 0.134336 -0.85 0.34 -1.90
C -15.917018 39.530207 -1.100655 2.61 -1.98 2.44
N -17.119333 39.357531 -1.606379 -2.74 0.26 -0.51
C -14.763404 39.316578 -2.035106 0.18 1.30 -0.39
H -17.908957 39.485980 -0.989867 0.46 -0.16 0.17
H -17.393571 39.126992 -2.550706 0.82 0.10 -0.02
H -13.967835 38.642693 -1.717239 -0.58 -0.26 0.30
H -14.282786 40.294494 -2.007093 0.26 0.17 -0.42
H -15.093614 39.117734 -3.054676 0.18 -0.08 0.04
O -21.089744 37.782568 0.864960 0.77 -0.22 -1.90
C -21.404392 37.305624 1.955172 0.41 -1.90 -2.23
N -21.473241 38.133508 2.924142 -1.22 1.37 4.22
C -21.652614 35.810162 2.157045 -0.20 0.08 -0.19
H -21.409759 39.132404 2.788925 0.05 -0.18 -0.21
H -21.979204 37.846359 3.749764 0.32 0.14 0.23
H -22.221082 35.426262 1.309952 -0.03 0.20 -0.06
H -22.178923 35.520216 3.066465 -0.06 0.45 0.08
H -20.723507 35.240392 2.172005 0.30 0.39 -0.06
O -18.126578 35.612388 2.360554 -1.47 -1.00 2.55
C -17.759748 36.181230 1.386465 1.78 -0.47 -2.40
N -17.432475 37.485184 1.421896 -0.52 1.10 0.40
C -17.510357 35.402308 0.119820 0.19 0.44 -0.30
H -16.937084 38.029274 0.730040 0.26 0.01 -0.06
H -17.556807 37.881481 2.342549 0.21 0.33 -0.05
H -17.218054 36.048345 -0.708006 -0.52 0.00 -0.23
H -18.415793 34.817495 -0.042288 0.21 0.04 -0.41
H -16.662328 34.725382 0.223428 -0.14 -0.10 0.48